1.
C4H12S | the ωB97M-V functional and the def2-TZVPD basis

Results
- Relative energy (zero: lowest compared OMol25 entry of this formula, charge and spin): 29.8 kcal per mole
- Orbital gap (alpha / beta): 9.8393 / 4.6426 eV
- Expectation value of S²: 0.75
- Multiplicity: 2
- Net charge: +1

Atoms and positions in Å:
C1 -0.494 -2.152 1.634
C2 -0.973 -1.321 2.810
H1 0.109 -1.539 0.975
H2 -1.364 -2.421 1.009
H3 -0.129 -3.125 1.934
H4 -1.693 -0.528 2.583
H5 -1.666 -1.967 3.388
H6 -0.134 -0.961 3.380
C3 -0.155 1.944 -1.854
C4 0.938 0.963 -2.113
S1 2.599 1.704 -2.363
H7 -0.245 2.749 -2.584
H8 -0.160 2.249 -0.805
H9 -1.165 1.498 -2.092
H10 1.040 -0.017 -1.601
H11 0.753 0.549 -3.121
H12 2.740 2.374 -1.181

Here are the Löwdin charges for atoms 1 to 5, given in e: atom 1 (C): -0.18, atom 2 (C): -0.18, atom 3 (H): 0.04, atom 4 (H): 0.07, atom 5 (H): 0.07

=====

2.
C4H12S2 | the ωB97M-V functional and the def2-TZVPD basis

Results
- Relative energy (zero: lowest compared OMol25 entry of this formula, charge and spin): 55.6 kcal per mole
- Orbital gap: 9.2584 eV
- SMILES: CCS.CSC
- Multiplicity: 1

Atoms and positions in Å:
C1 2.459 -3.307 2.118
C2 2.112 -3.425 0.664
S1 1.691 -1.646 -0.065
H1 2.643 -2.343 2.488
H2 3.091 -4.024 2.600
H3 1.678 -3.494 2.897
H4 2.948 -3.887 0.046
H5 1.362 -4.160 0.353
H6 0.650 -2.209 -0.601
C3 -2.832 2.883 -2.366
S2 -3.110 3.488 -0.598
C4 -1.328 3.454 0.016
H7 -2.167 1.973 -2.050
H8 -2.480 3.731 -3.065
H9 -3.782 2.422 -2.693
H10 -1.069 2.588 0.449
H11 -0.546 3.737 -0.887
H12 -1.319 4.220 0.694

Here are the Löwdin charges for atoms 1 to 5, given in e: atom 1 (C): -0.22, atom 2 (C): -0.51, atom 3 (S): 0.63, atom 4 (H): 0.03, atom 5 (H): 0.06

=====

3.
C4H12S2 | the ωB97M-V functional and the def2-TZVPD basis

Results
- Relative energy (zero: lowest compared OMol25 entry of this formula, charge and spin): 30.6 kcal per mole
- Orbital gap: 9.8219 eV
- SMILES: CCS.CCS
- Multiplicity: 1

Atoms and positions in Å:
C1 -1.934 -1.578 0.043
C2 -1.682 -0.473 1.097
S1 -2.393 1.235 0.679
H1 -1.601 -2.517 0.509
H2 -3.002 -1.727 -0.099
H3 -1.410 -1.444 -0.853
H4 -0.563 -0.422 1.235
H5 -1.919 -0.684 2.149
H6 -2.511 0.931 -0.523
C3 2.149 -0.167 -0.230
C4 1.627 1.276 -0.188
S2 0.944 1.883 -1.689
H7 1.523 -0.681 -0.827
H8 3.130 -0.109 -0.464
H9 2.154 -0.715 0.794
H10 2.427 1.955 0.071
H11 0.946 1.260 0.702
H12 2.113 1.976 -2.405

Here are the Löwdin charges for atoms 1 to 5, given in e: atom 1 (C): -0.16, atom 2 (C): -0.56, atom 3 (S): 0.68, atom 4 (H): 0.08, atom 5 (H): 0.07

=====

4.
C4H12S2 | the ωB97M-V functional and the def2-TZVPD basis

Results
- Relative energy (zero: lowest compared OMol25 entry of this formula, charge and spin): 10.1 kcal per mole
- Orbital gap: 9.5423 eV
- SMILES: CCC.CSS
- Multiplicity: 1

Atoms and positions in Å:
C1 1.298 -0.067 -1.419
C2 1.279 -0.614 0.032
C3 2.016 0.351 0.963
H1 2.239 -0.410 -1.845
H2 0.470 -0.468 -1.994
H3 1.109 1.010 -1.346
H4 0.258 -0.609 0.439
H5 1.766 -1.592 0.152
H6 1.843 0.233 2.039
H7 1.645 1.351 0.685
H8 3.103 0.248 0.862
C4 -2.804 -0.663 0.678
S1 -3.405 0.727 -0.375
S2 -1.566 1.336 -1.246
H9 -2.232 -1.291 -0.006
H10 -2.196 -0.304 1.505
H11 -3.698 -1.191 1.016
H12 -1.124 1.953 -0.141

Here are the Löwdin charges for atoms 1 to 5, given in e: atom 1 (C): -0.16, atom 2 (C): -0.32, atom 3 (C): -0.14, atom 4 (H): 0.07, atom 5 (H): 0.03